C6H9N3O2S2 | ωB97M-V/def2-TZVPD

Computed properties:
* total charge: 0
* highest occupied orbital energy: -8.88 eV
* energy above the lowest of the compared OMol25 structures with the same formula, charge and spin: 454.3 kJ/mol
* maximum force: 5.64 eV/A
* spin multiplicity: 1
* HOMO-LUMO gap: 8.773 eV

Last column: natural (NBO) charge in e.
Cartesian coordinates (Å):
C 0.580122 -1.884775 -3.110615  -0.640
C 1.899281 -1.976137 -2.504271  -0.113
C 1.868310 -1.080843 -0.327195  0.819
C 2.136192 0.217548 0.474891  -0.687
C -0.343626 0.689184 1.208896  -0.134
C -2.429890 1.222166 0.100714  0.195
H 0.382645 -2.295407 -4.273160  0.217
H -0.374548 -2.279903 -2.457412  0.229
H 0.576510 -0.825315 -3.338898  0.229
H 2.625628 -1.689051 -3.257463  0.192
H 2.119652 -2.931387 -2.079919  0.210
H 3.247246 0.032282 0.778539  0.263
H 1.939718 1.058054 -0.188990  0.271
H -4.106469 0.024468 -1.053216  0.378
H -4.224164 0.857777 0.702604  0.359
N -0.338393 0.522645 -0.108851  -0.333
N -1.595935 0.885753 -0.732706  -0.288
N -3.889234 1.185980 -0.226262  -0.781
O 2.019094 -0.754640 -1.687430  -0.507
O 1.450844 -2.055218 0.283911  -0.585
S 1.199062 0.383708 1.930667  0.390
S -1.914257 1.444033 1.745351  0.315

Cartesian forces (eV/Å) of the 6 atoms listed first:
-4.440 -1.237 -2.812
1.075 1.180 -1.342
-1.860 1.622 1.100
2.456 -1.332 -1.211
-1.072 0.769 -3.199
-4.469 0.047 0.693